No. 1
ORCA calculation (wB97M-V/def2-TZVPD) on the ion C4H8N with charge +1 at a distorted geometry.

```
13
Properties=species:S:1:pos:R:3:lowdin_charge:R:1
C -1.3279 1.3364 0.2027 0.01
C 1.2465 -0.8114 -0.6220 -0.13
C -0.9736 -0.0599 -0.0109 0.00
C 0.0722 -0.7591 0.5529 -0.10
N 2.4793 -0.6660 -0.4936 0.17
H -0.9963 1.9008 1.1351 0.15
H -2.2505 1.5952 -0.2679 0.11
H 0.6438 -1.0962 -1.5652 0.15
H -0.6371 1.7156 -0.4988 0.12
H -1.4037 -0.4161 -0.9034 0.14
H -0.2057 -1.7237 0.4706 0.10
H 0.4351 -0.3577 1.5722 0.18
H 2.9178 -0.6580 0.4283 0.10
```

The frontier orbital gap is 8.35 eV. The charge is +1.

=====

No. 2
ORCA calculation (wB97M-V/def2-TZVPD) on the ion C4H8N with charge +1 at a distorted geometry.

```
13
Properties=species:S:1:pos:R:3:lowdin_charge:R:1
C 1.5522 0.2137 -0.5781 0.13
C -0.6660 -1.3134 0.0452 0.16
C 1.1675 0.1104 0.6821 -0.02
C -1.1426 0.9304 0.1685 0.02
N -0.2226 -0.1760 0.3347 -0.24
H 1.0045 0.8147 -1.2401 0.08
H 2.3873 -0.1552 -1.0459 0.08
H 0.0869 -2.1419 0.0785 0.15
H -1.7718 -1.3236 -0.2584 0.16
H 1.4742 -0.6312 1.3943 0.13
H -0.5205 1.7650 -0.2976 0.14
H -1.9917 0.7096 -0.4442 0.10
H -1.3574 1.1975 1.1609 0.10
```

The frontier orbital gap is 10.48 eV. The charge is +1.

=====

No. 3
ORCA calculation (wB97M-V/def2-TZVPD) on the ion C4H8N with charge +1 at a distorted geometry.

```
13
Properties=species:S:1:pos:R:3:lowdin_charge:R:1
C 0.2043 -0.7688 -0.5434 0.01
C -1.2008 0.3491 -0.4315 -0.10
C -2.2501 -0.1057 0.3863 0.21
C 2.1573 0.3029 0.4131 -0.07
N 1.3683 -0.6056 -0.2557 0.07
H -2.6560 -1.0555 0.0215 0.11
H -0.2043 -1.6010 -1.0416 0.12
H -1.2831 0.0155 -1.4688 0.13
H -0.8125 1.2660 -0.1959 0.07
H -2.6193 0.4777 1.2527 0.12
H 3.3240 0.3630 0.2344 0.16
H 1.7984 1.2645 0.1742 0.08
H 2.1736 0.0980 1.4545 0.10
```

The frontier orbital gap is 7.95 eV. The charge is +1.

=====

No. 4
ORCA calculation (wB97M-V/def2-TZVPD) on the molecule C4H8N2 at a distorted geometry.

```
14
Properties=species:S:1:pos:R:3:lowdin_charge:R:1
C -0.5077 -1.8259 0.4336 -0.13
N -0.4182 -0.4095 0.7650 -0.10
C -0.1358 0.4474 -0.3700 -0.43
C 0.0690 1.8935 0.0776 -0.06
C 1.0399 -0.0024 -1.1701 -0.19
N 1.9484 -0.3841 -1.7793 0.15
H -1.2810 -1.9708 -0.3296 0.09
H -0.8057 -2.3864 1.3237 0.08
H 0.4338 -2.2479 0.0482 0.08
H 0.2918 -0.2636 1.4777 0.11
H -0.9977 0.3995 -1.0491 0.15
H 0.2581 2.5379 -0.7847 0.08
H -0.8230 2.2429 0.6035 0.08
H 0.9280 1.9693 0.7534 0.09
```

The frontier orbital gap is 10.69 eV.

=====

No. 5
ORCA calculation (wB97M-V/def2-TZVPD) on a cluster of 2 separate species, C4H8N2 in total at a distorted geometry.

```
14
Properties=species:S:1:pos:R:3:lowdin_charge:R:1
C 2.3740 -1.2997 0.3973 -0.13
C 1.8331 -0.1141 0.2342 0.08
C -0.5899 1.4872 0.0886 -0.14
C -0.2280 0.1444 -0.5926 -0.37
N -1.7954 -1.2237 0.3408 -0.01
N -0.8661 -0.9982 -0.5818 -0.04
H 2.0673 -2.3126 0.4120 0.03
H 3.4622 -1.1132 0.3511 0.06
H 0.0830 2.2961 -0.4190 0.09
H -0.2920 1.5364 1.2332 0.09
H -1.6060 1.8665 0.0614 0.04
H -2.3898 -2.0966 0.4304 0.13
H 0.1697 0.4115 -1.5538 0.09
H -2.1517 -0.5856 1.0246 0.08
```

The frontier orbital gap is 8.26 eV.

=====

No. 6
ORCA calculation (wB97M-V/def2-TZVPD) on the molecule C4H8N2 at a distorted geometry.

```
14
Properties=species:S:1:pos:R:3:lowdin_charge:R:1
C -0.7940 1.0778 -0.6127 -0.03
C -0.0668 -0.0950 0.0757 -0.63
C 1.4563 0.0929 0.0878 -0.05
N -0.3713 -1.3278 -0.6526 0.06
C -0.5426 -0.2171 1.4876 -0.18
N -0.9325 -0.4207 2.5590 0.15
H -1.7701 1.2613 -0.1561 0.08
H -0.9426 0.8346 -1.6685 0.09
H -0.2136 2.0023 -0.5496 0.08
H 1.8423 -0.0676 -0.9231 0.09
H 1.9305 -0.6273 0.7627 0.09
H 1.7260 1.0991 0.4209 0.09
H 0.0534 -2.1212 -0.1787 0.09
H -1.3751 -1.4913 -0.6525 0.09
```

The frontier orbital gap is 11.15 eV.

=====

Number 1: E_HOMO -0.5495 Eh. Number 2: E_HOMO -0.5590 Eh. Number 3: E_HOMO -0.5357 Eh. Number 4: E_HOMO -0.3582 Eh. Number 5: E_HOMO -0.3007 Eh. Number 6: E_HOMO -0.3787 Eh.